Entry 1:
{"formula": "C7H3BBr3F4O3", "method": "wB97M-V/def2-TZVPD", "elements": ["C", "Br", "O", "C", "Br", "Br", "O", "F", "B", "C", "F", "C", "H", "O", "C", "H", "C", "F", "C", "H", "F"], "xyz": [[-3.888080, -1.517061, 1.309585], [-1.078583, 2.233750, 0.077365], [-4.161414, -0.251726, 1.808793], [-1.989608, -0.250878, 0.939531], [1.925161, 0.782375, -0.245219], [-2.173602, -2.532427, -0.833060], [-4.525564, -2.486029, 1.539491], [4.974458, 1.161789, -3.418862], [4.239670, 2.241629, -2.900089], [-2.890224, 0.305604, 2.020683], [4.032444, 2.030971, -1.507450], [0.443073, -0.153152, 0.402140], [0.786355, -2.175532, -0.101783], [-2.635529, 0.967142, 2.962694], [-2.622633, -1.359202, 0.535545], [-0.042746, -1.979422, 1.442510], [-0.772048, 0.406333, 0.504329], [2.986284, 2.317468, -3.533947], [0.734246, -1.565229, 0.803377], [1.711046, -1.615923, 1.276805], [4.947296, 3.439522, -3.082442]], "forces_ev_per_angstrom": [[0.27, 0.39, -0.38], [-0.04, -0.12, 0.00], [0.06, -0.52, 1.05], [-0.32, -0.16, 0.09], [-0.03, 0.04, -0.17], [0.01, 0.00, 0.18], [-0.41, -0.03, -0.20], [0.00, -0.02, 0.01], [0.00, 0.01, -0.10], [0.03, -0.10, -0.45], [0.01, -0.01, 0.16], [-0.22, 0.05, 0.19], [0.06, -0.04, 0.04], [-0.04, 0.44, -0.03], [0.36, -0.03, -0.32], [0.05, -0.01, 0.11], [0.37, 0.18, 0.00], [-0.03, -0.01, 0.00], [-0.10, -0.04, -0.36], [-0.05, -0.02, 0.16], [0.00, 0.00, 0.01]], "multiplicity": 1, "largest_force_ev_per_a": 1.17, "lumo_energy_ev": 0.85, "total_charge": -1, "orbital_gap_ha": 0.28951}

=====

Entry 2:
{"formula": "C4H6O2", "method": "wB97M-V/def2-TZVPD", "elements": ["H", "C", "C", "H", "H", "O", "H", "O", "C", "H", "C", "H"], "xyz": [[1.884052, 0.550391, -1.152779], [0.517912, -0.497559, 0.267085], [0.908019, 0.830046, 0.747424], [2.726990, -0.244291, 0.264279], [-2.467696, -1.090319, -0.544756], [-0.498490, -0.554541, -0.759670], [0.571838, -1.312013, 0.978487], [0.358638, 1.906467, 0.616498], [-1.807842, -0.258789, -0.283789], [-1.834939, -0.114781, 0.801241], [1.809397, 0.137473, -0.156393], [-2.167879, 0.647915, -0.777628]], "forces_ev_per_angstrom": [[-0.01, 0.10, 0.01], [-2.17, -0.89, 0.09], [-2.04, 1.79, -3.23], [0.10, -0.64, -0.24], [0.03, 0.04, 0.03], [1.46, -0.02, 1.65], [0.02, -0.56, -0.36], [0.45, -0.05, 1.69], [-0.26, -0.02, -0.02], [0.06, 0.03, -0.18], [2.32, 0.27, 0.43], [0.04, -0.05, 0.14]], "multiplicity": 1, "largest_force_ev_per_a": 4.22, "lumo_energy_ev": -0.03, "smiles": "CO[C@H]1CC1=O", "total_charge": 0, "orbital_gap_ha": 0.32777, "e_above_lowest_ev": 3.661}

=====

Entry 3:
{"formula": "C19H33GaIO3", "method": "wB97M-V/def2-TZVPD", "elements": ["H", "H", "H", "C", "C", "H", "I", "H", "C", "H", "H", "H", "H", "H", "C", "C", "H", "H", "C", "H", "C", "H", "C", "C", "H", "H", "H", "C", "H", "H", "H", "C", "C", "H", "C", "H", "H", "O", "H", "C", "H", "C", "H", "C", "H", "O", "H", "H", "H", "O", "C", "C", "H", "C", "H", "H", "Ga"], "xyz": [[-2.591712, 3.240264, -5.562118], [1.590924, -4.757280, 3.058808], [2.199266, -2.706502, 4.168940], [-3.723819, -2.978807, 0.362952], [-1.544747, 3.795725, -3.705610], [2.814313, -6.498573, 4.764221], [-1.187001, -2.456831, 3.384080], [-1.295731, -3.248045, -0.407989], [2.593978, -4.721705, 3.481072], [3.954879, -4.706736, 6.499439], [-5.643358, -3.576790, 1.031999], [-1.278131, -1.668794, -1.297623], [3.284480, -5.175434, 2.763818], [-0.826686, 3.226619, -5.657776], [-1.653217, 5.218626, -5.588943], [-4.548347, -0.391548, 0.763063], [1.811971, 2.733134, -2.987258], [-0.455582, 0.120905, 1.227366], [3.964447, -4.748605, 5.408200], [3.938904, 1.644650, -1.642796], [-5.376811, -1.447813, 1.032086], [-4.881896, 0.624770, 0.934423], [3.038992, -3.309866, 3.814715], [2.721480, -5.414312, 4.832100], [1.333168, -1.867139, 0.905653], [3.498316, -2.801138, 2.967397], [0.452984, 4.631726, -3.576836], [1.854844, 2.187556, -2.041473], [3.576618, 3.369382, -1.496086], [4.876736, -5.268073, 5.087946], [1.647826, 1.130286, -2.239116], [-3.279877, -0.631057, 0.304358], [-4.997065, -2.732273, 0.825743], [1.850946, -5.183702, 5.450627], [-1.686511, 3.741806, -5.221790], [-1.244127, 5.399131, -6.584735], [-2.510369, 4.027875, -3.250005], [0.841199, 2.680536, -1.161127], [-1.173952, 2.872700, -3.263776], [-1.455371, -2.168761, -0.344304], [0.739018, 2.461791, 0.894875], [1.405434, 2.881075, 0.141118], [2.663717, 1.152910, 0.382750], [-2.872568, -1.931679, 0.120339], [-2.654809, 5.661471, -5.539068], [-0.831486, 5.863349, -4.613678], [1.491486, 3.961606, 0.310461], [3.464702, 2.661508, 0.840733], [-3.353012, -3.979895, 0.180574], [3.997325, -3.422252, 4.883932], [2.767762, 2.211701, 0.134238], [3.184903, 2.362889, -1.322299], [-6.370996, -1.246005, 1.422903], [-0.589155, 4.961654, -3.522584], [-2.603560, 0.182799, 0.090356], [-0.738600, 5.483354, -2.577701], [-0.192122, -1.452184, 1.133406]], "forces_ev_per_angstrom": [[-0.01, 0.02, 0.01], [-0.02, 0.08, 0.05], [-0.05, -0.01, -0.10], [0.01, -0.48, -0.01], [-0.16, -0.05, 0.06], [0.03, 0.01, 0.00], [0.17, -0.09, -0.01], [0.14, 0.06, -0.38], [0.10, -0.14, -0.14], [0.03, 0.06, 0.00], [-0.19, 0.13, 0.06], [0.20, -0.06, 0.00], [-0.01, 0.01, 0.00], [-0.02, 0.00, -0.01], [-0.10, 0.10, 0.09], [0.17, 0.84, 0.02], [-0.07, 0.02, 0.01], [0.15, 0.02, 0.17], [0.11, 0.04, -0.12], [-0.04, -0.03, 0.00], [-1.96, 0.72, 0.70], [-0.06, 0.01, 0.01], [-0.16, 0.24, 0.08], [-0.11, 0.02, 0.11], [0.00, -0.10, 0.19], [0.05, 0.03, 0.05], [-0.01, -0.03, 0.08], [-0.16, -0.19, 0.02], [0.00, -0.01, -0.03], [-0.02, -0.09, 0.06], [0.07, -0.01, -0.05], [-0.34, 0.59, -0.07], [0.35, -1.41, -0.08], [0.00, 0.00, -0.01], [0.13, -0.04, -0.06], [0.04, 0.06, 0.03], [0.02, -0.02, 0.02], [0.25, 0.05, -0.07], [0.02, 0.04, 0.04], [-0.31, -0.23, 1.06], [-0.07, -0.05, -0.10], [-0.17, 0.21, 0.11], [-0.04, 0.02, 0.04], [2.03, -0.13, -1.01], [-0.03, -0.05, -0.08], [-0.04, -0.10, -0.01], [0.05, -0.01, 0.04], [-0.02, 0.03, -0.01], [-0.14, -0.10, 0.09], [-0.02, -0.17, -0.02], [0.03, -0.27, 0.04], [0.06, 0.20, -0.04], [0.02, -0.01, -0.03], [0.16, -0.02, -0.06], [0.11, 0.05, 0.04], [0.02, 0.07, -0.04], [-0.20, 0.20, -0.74]], "multiplicity": 1, "largest_force_ev_per_a": 2.27, "lumo_energy_ev": 2.60, "total_charge": -1, "orbital_gap_ha": 0.27226}

=====

Entry 4:
{"formula": "C16H34MgO14", "method": "wB97M-V/def2-TZVPD", "elements": ["Mg", "C", "H", "C", "O", "H", "O", "H", "H", "C", "C", "O", "O", "C", "H", "C", "H", "H", "H", "O", "C", "C", "C", "H", "H", "H", "H", "C", "H", "O", "O", "H", "H", "C", "H", "H", "O", "H", "C", "O", "H", "H", "O", "H", "O", "H", "C", "H", "H", "C", "H", "H", "H", "O", "O", "H", "H", "H", "H", "O", "H", "H", "H", "C", "C"], "xyz": [[0.670743, -0.184452, -0.287580], [-1.079637, -4.618522, 2.171160], [-1.278817, -0.498122, -4.233730], [2.851163, 0.723738, 2.216000], [0.946033, -4.335522, 0.510480], [-2.674597, 3.972648, -1.487120], [-1.741527, 0.486468, 3.112580], [2.862713, -5.047412, 0.320430], [-2.095297, 2.499708, -2.223110], [0.402433, 2.912168, -1.306230], [-2.503187, -0.477672, -1.885940], [-1.451807, 2.291338, 1.821150], [-0.882957, -3.465232, 1.403330], [-1.182177, 0.980338, 1.970650], [3.659763, 0.040408, 2.475480], [1.971583, 1.001718, 3.415400], [2.861123, -3.377612, 0.064980], [2.069073, -4.356382, -1.174070], [-4.413937, -0.411582, 0.650360], [-3.640007, -0.671982, -1.246550], [-1.668667, -0.854912, 3.407340], [-3.661527, -1.021042, 0.149820], [3.204073, 0.093528, -3.879990], [1.058363, 1.498698, 3.088070], [-3.032787, 3.067198, 3.017990], [-2.353207, 0.495158, -4.951040], [-1.141777, -5.555102, 1.617030], [2.240893, -4.258212, -0.102190], [-1.186207, 1.173518, -3.629580], [1.466163, 3.679008, -1.391710], [1.884073, -0.566732, -1.819080], [-2.681607, -0.975402, 0.624960], [2.943553, 2.602438, -0.335290], [2.775043, 3.132008, -1.272980], [-0.635217, -1.184762, 3.301110], [1.563283, -0.002712, 3.527230], [0.351353, -2.194102, 0.081750], [-2.053667, 2.550358, -0.565430], [1.909083, -0.489492, -3.222160], [-1.377817, -0.667652, -1.431940], [3.571613, 1.013868, -3.426130], [3.056703, 2.440208, -2.066820], [-2.829817, 0.030478, -2.981830], [-2.249777, -1.452072, 2.704610], [0.409833, 1.684278, -0.899000], [3.949523, -0.689692, -3.742280], [0.185133, -3.272242, 0.601840], [2.498183, 1.338478, 4.308370], [-1.914017, -0.844032, 4.469310], [-1.899147, 3.209628, -1.419590], [1.104073, 0.178568, -3.528340], [-1.840967, 4.242648, 2.480930], [3.359303, 1.637938, 1.909180], [2.231683, 0.153568, 1.094250], [-0.615107, 0.301068, 1.095250], [-0.359117, -4.519312, 2.983010], [-1.286857, 3.210768, 3.615320], [-2.030157, -4.640742, 2.704200], [2.997063, 0.299268, -4.930190], [-0.583517, 3.740448, -1.460820], [1.640383, -1.483352, -3.580140], [3.567653, 3.867138, -1.412510], [-4.080447, -2.026432, 0.192300], [-1.857187, 0.391928, -3.985940], [-1.979137, 3.201758, 2.773440]], "forces_ev_per_angstrom": [[2.90, -0.45, -0.62], [0.16, -0.67, 1.20], [0.55, -0.02, 0.64], [0.25, -0.29, -2.19], [0.25, -0.16, 0.77], [0.62, 0.31, 0.20], [0.45, 3.26, -2.04], [-0.57, -0.43, -0.21], [0.33, 0.33, -0.52], [2.18, -3.99, 3.14], [2.44, -0.66, 3.68], [0.68, -0.83, -1.48], [-0.78, 0.96, -1.14], [-0.41, -1.09, -0.64], [0.34, -0.10, 0.72], [-0.68, -1.74, -0.86], [-0.93, 0.66, 0.23], [0.37, -0.15, 0.06], [0.29, 0.44, -0.15], [-0.92, -0.27, 1.35], [1.32, -1.25, 0.33], [-0.34, -0.65, -0.36], [-0.71, -1.21, 0.66], [0.29, 1.06, 0.30], [0.23, -0.47, 0.08], [-0.50, 1.05, 0.52], [0.92, 0.09, -0.14], [0.70, 0.02, -0.79], [-0.28, 0.03, -0.30], [0.94, -0.02, -0.59], [0.26, 0.13, -0.73], [-0.06, 0.05, -0.29], [-0.39, 0.03, 0.08], [1.46, -1.19, -0.09], [0.10, -0.17, 0.04], [-0.05, -0.37, 0.98], [0.02, -1.27, 0.43], [0.18, 0.54, 0.50], [-0.34, 0.96, 2.05], [-1.20, 0.08, -0.70], [-0.23, -0.11, 0.21], [-0.90, -0.36, -0.04], [-0.80, 1.87, -4.47], [-0.38, -0.09, 0.49], [-0.99, 5.93, -2.68], [0.42, 0.24, -0.34], [-0.23, 0.93, 0.31], [-0.34, 0.27, -0.07], [-0.45, -0.84, -0.24], [-0.93, -1.57, -0.05], [-0.58, 0.35, -0.51], [-0.11, -0.28, -1.19], [0.26, 0.66, -0.02], [-1.02, 0.27, 0.60], [-2.64, 2.06, 3.67], [0.37, -1.06, -0.12], [-0.57, -0.58, 0.62], [-0.38, 0.99, -0.38], [0.21, -0.19, -0.18], [-2.12, 0.00, -0.55], [0.34, -0.26, -0.87], [-0.76, 0.85, 0.39], [0.37, -0.20, 0.12], [0.57, -1.73, -0.16], [0.84, 0.34, 1.35]], "multiplicity": 1, "largest_force_ev_per_a": 6.59, "lumo_energy_ev": 0.34, "total_charge": 0, "orbital_gap_ha": 0.24432, "e_above_lowest_ev": 4.022}

=====

| no. | DFT total energy (eV) | HOMO (Ha) |
| --- | --- | --- |
| 1 | -235131.916 | -0.2583 |
| 2 | -8336.801 | -0.3287 |
| 3 | -86858.707 | -0.1766 |
| 4 | -51252.081 | -0.2317 |